(1)
{"formula": "C38H38AsI2NPPmS", "method": "ωB97M-V/def2-TZVPD", "species": ["Pm", "I", "I", "As", "S", "P", "N", "C", "C", "C", "C", "C", "C", "C", "C", "C", "C", "C", "C", "C", "C", "C", "C", "C", "C", "C", "C", "C", "C", "C", "C", "C", "C", "C", "C", "C", "C", "C", "C", "C", "C", "C", "C", "C", "C", "H", "H", "H", "H", "H", "H", "H", "H", "H", "H", "H", "H", "H", "H", "H", "H", "H", "H", "H", "H", "H", "H", "H", "H", "H", "H", "H", "H", "H", "H", "H", "H", "H", "H", "H", "H", "H", "H"], "coordinates": [[-0.4351, 0.3794, -0.2896], [1.3276, -4.0064, -2.8838], [-2.9969, 2.4170, -1.4766], [-1.1571, 4.1137, 1.6241], [0.2759, 3.3701, 0.2896], [2.0630, -1.5462, 0.7154], [-2.7565, -0.7229, 0.5308], [-4.8138, -1.8698, 0.0552], [0.6491, 1.3623, 3.0993], [-3.1488, 2.6674, -4.4855], [-1.1840, 0.8263, -5.2013], [-0.2154, -0.1194, -5.5837], [-2.8885, 2.4239, -5.8401], [5.2925, -3.6342, 2.1734], [1.9342, -0.2300, 1.9646], [2.9996, -0.0246, 2.8401], [2.8753, 0.4249, -1.0630], [-3.7596, -1.0596, -0.3024], [4.6705, -4.5549, 3.0032], [-2.8241, -1.2387, 1.7722], [3.4081, 0.8726, -2.2604], [4.5403, -2.7427, 1.4286], [2.8722, 0.8808, 3.8732], [0.5190, -0.7742, -4.6417], [-2.4244, 1.9951, -3.5446], [-6.0144, -3.2859, 1.7587], [0.4585, -1.9857, 0.1966], [3.2884, -4.5952, 3.0815], [4.0109, -0.0246, -3.1322], [3.5992, -1.8199, -1.5929], [1.6712, 1.5572, 4.0141], [-3.8407, -2.0611, 2.2077], [-1.9288, 1.5155, -6.1809], [-4.8819, -2.4057, 1.3437], [2.9598, -0.9297, -0.7332], [-0.6211, 0.4100, -2.7971], [-2.6535, 3.0297, 2.2916], [-1.3995, 1.0672, -3.8042], [4.1211, -1.3604, -2.7910], [-2.0104, 5.6891, 0.8482], [2.5325, -3.7109, 2.3348], [0.7048, 0.4728, 2.0086], [-0.3183, 4.8797, 3.2209], [3.1521, -2.7787, 1.5106], [0.3194, -0.4977, -3.2804], [-2.6869, 5.4028, 0.0442], [-3.8265, -2.4429, 3.2149], [3.6872, 1.0484, 4.5639], [1.2440, -1.5212, -4.9263], [2.8019, -5.3087, 3.7324], [-3.4515, 2.9618, -6.5881], [-5.7451, -3.8978, 2.6163], [-6.8823, -2.6837, 2.0323], [4.6053, -2.0511, -3.4641], [5.0175, -2.0177, 0.7818], [3.9223, -0.5749, 2.7025], [0.5146, 5.5151, 2.9134], [-1.2335, 6.3396, 0.4437], [-1.0411, 5.4724, 3.7801], [4.4072, 0.3259, -4.0716], [-2.0066, -0.9689, 2.4384], [-3.1748, 2.5561, 1.4589], [0.0739, 4.0850, 3.8500], [-3.3375, 3.6975, 2.8148], [3.3657, 1.9220, -2.5093], [0.5721, -2.7181, -0.6123], [-2.5620, 6.2278, 1.6174], [-3.7042, -0.6544, -1.3082], [-0.0793, -0.3177, -6.6366], [-1.7262, 1.3014, -7.2186], [-2.3069, 2.2560, 2.9753], [-5.5848, -2.0957, -0.6641], [2.4724, 1.1394, -0.3415], [5.2626, -5.2388, 3.5958], [6.3703, -3.6039, 2.1150], [1.5407, 2.2420, 4.8455], [-6.3160, -3.9371, 0.9399], [1.4512, -3.7355, 2.3769], [-0.0417, -2.4775, 1.0481], [0.9358, -1.0655, -2.5858], [-0.2747, 1.9248, 3.2660], [-3.9094, 3.3812, -4.2072], [3.6746, -2.8642, -1.3325]], "forces_ev_per_angstrom": [[-0.785, -0.251, -0.308], [-0.019, -0.329, -0.081], [0.300, -0.354, -0.881], [-0.171, 0.884, 0.419], [-0.021, -0.360, -0.155], [0.603, -0.043, 0.123], [-0.175, -0.285, 0.107], [-0.081, -0.206, 0.423], [-0.439, 0.007, 0.041], [-0.078, 0.089, 0.328], [-0.207, 0.183, 0.304], [0.279, -0.188, 0.120], [0.143, -0.056, -0.138], [0.125, -0.001, 0.043], [-0.542, -0.249, -0.468], [0.143, 0.055, -0.029], [0.099, 0.027, 0.151], [0.421, 0.314, -0.149], [0.036, 0.009, 0.031], [0.411, 0.366, -0.177], [-0.044, 0.124, -0.019], [-0.182, 0.066, -0.114], [0.179, -0.057, -0.067], [0.024, -0.031, -0.411], [-0.449, 0.410, 0.649], [-0.053, -0.050, 0.032], [0.439, -0.036, 0.626], [-0.034, -0.064, 0.115], [-0.038, 0.077, 0.178], [-0.071, 0.068, 0.164], [-0.230, 0.072, 0.049], [-0.379, -0.134, -0.197], [-0.150, 0.064, 0.008], [0.441, 0.392, -0.256], [-0.111, -0.042, 0.254], [0.239, -0.178, -0.194], [0.297, 0.011, -0.219], [0.142, -0.085, -0.051], [0.082, 0.032, -0.021], [0.018, -0.170, 0.056], [-0.076, 0.070, -0.136], [0.612, 0.055, 0.455], [-0.047, -0.192, -0.197], [-0.375, 0.026, -0.180], [-0.492, 0.543, 0.756], [0.073, -0.085, 0.013], [0.061, -0.041, 0.178], [0.027, -0.007, 0.022], [0.069, -0.128, 0.023], [-0.019, -0.044, -0.017], [-0.025, -0.005, -0.096], [-0.008, -0.034, 0.031], [-0.008, 0.028, 0.019], [-0.035, -0.113, -0.039], [0.086, -0.017, 0.009], [-0.002, -0.003, 0.135], [-0.139, -0.097, -0.128], [0.015, -0.168, 0.044], [-0.082, -0.032, -0.052], [0.060, 0.057, -0.124], [-0.047, -0.065, -0.078], [0.051, 0.076, 0.029], [-0.013, -0.048, -0.033], [0.046, 0.046, -0.028], [-0.064, 0.101, -0.039], [-0.111, 0.129, -0.219], [-0.032, -0.051, 0.063], [0.043, -0.024, 0.082], [0.055, -0.035, -0.127], [0.045, -0.030, -0.172], [0.081, 0.074, -0.055], [-0.040, -0.015, -0.153], [-0.008, -0.022, -0.077], [0.040, -0.029, -0.019], [0.093, -0.012, -0.026], [-0.026, 0.016, -0.004], [0.001, -0.031, 0.004], [-0.035, -0.072, 0.061], [-0.109, 0.319, -0.158], [0.031, -0.088, -0.025], [0.248, -0.057, -0.021], [-0.050, -0.001, 0.074], [-0.055, -0.072, -0.079]], "mulliken_spin": [4.050, 0.000, -0.001, -0.002, -0.004, -0.003, 0.002, 0.000, -0.003, -0.001, -0.001, 0.001, 0.000, 0.000, 0.009, -0.001, 0.001, 0.000, 0.000, 0.002, 0.001, -0.001, 0.001, 0.000, -0.003, 0.000, -0.014, 0.000, 0.000, 0.000, -0.002, 0.000, 0.000, 0.000, 0.003, -0.008, 0.000, 0.007, 0.000, 0.000, 0.000, -0.018, 0.000, 0.001, -0.004, 0.000, 0.000, 0.000, 0.000, 0.000, 0.000, 0.000, 0.000, 0.000, 0.000, 0.000, 0.000, 0.000, 0.000, 0.000, -0.002, 0.000, 0.000, 0.000, 0.000, 0.000, 0.000, 0.000, 0.000, 0.000, 0.000, 0.000, -0.003, 0.000, 0.000, 0.000, 0.000, 0.000, -0.002, -0.002, -0.001, 0.000, 0.000], "homo_lumo_gap_ha": [0.2143, 0.2144], "multiplicity": 5}

***

(2)
{"formula": "C38H38AuN5P2", "method": "ωB97M-V/def2-TZVPD", "species": ["Au", "P", "P", "N", "N", "N", "N", "N", "C", "C", "C", "C", "C", "C", "C", "C", "C", "C", "C", "C", "C", "C", "C", "C", "C", "C", "C", "C", "C", "C", "C", "C", "C", "C", "C", "C", "C", "C", "C", "C", "C", "C", "C", "C", "C", "C", "H", "H", "H", "H", "H", "H", "H", "H", "H", "H", "H", "H", "H", "H", "H", "H", "H", "H", "H", "H", "H", "H", "H", "H", "H", "H", "H", "H", "H", "H", "H", "H", "H", "H", "H", "H", "H", "H"], "coordinates": [[0.3414, -0.0741, -0.5498], [2.3456, 1.0705, -0.0221], [-1.4822, -0.8851, -1.8354], [-0.6582, 0.6520, 1.0666], [-1.1308, -2.4941, 2.0135], [-1.9513, 1.3799, 3.0134], [1.3450, -0.7004, -2.0840], [0.7482, -2.4732, 0.6408], [-1.9096, 2.3395, -4.2779], [-1.2757, 0.9917, 1.9817], [0.6915, 4.7351, -0.6867], [3.8328, -0.4324, 1.7910], [-3.4877, 0.2344, -3.3605], [-4.0023, 1.1445, -4.2680], [2.6270, -0.3172, -2.3982], [2.9975, 5.0571, -0.0655], [0.0938, -3.0454, 1.6508], [-4.0670, -3.6047, -0.2466], [2.9329, -0.8849, -3.6112], [-2.1746, 0.3804, -2.9055], [1.9192, -3.0096, 0.2619], [2.0710, 2.8373, -0.1581], [3.2664, 1.2989, 3.8960], [2.4971, -4.0959, 0.8754], [1.7868, -1.6083, -4.0526], [0.8158, -1.4725, -3.0948], [0.6105, -4.1460, 2.3441], [3.0804, 0.7199, 1.5665], [2.7896, 1.5820, 2.6280], [-1.9397, 0.5730, 4.2426], [3.4195, 0.4987, -1.4152], [-3.6825, -0.8483, -0.2109], [-2.8356, -1.6679, -0.9638], [3.1526, 3.6901, 0.0826], [-3.2162, 2.1964, -4.7224], [1.8208, -4.6687, 1.9519], [0.8405, 3.3632, -0.5403], [-2.6536, 2.6689, 3.0151], [-3.0277, -3.0473, -0.9796], [-4.9036, -2.7914, 0.5034], [-4.7136, -1.4131, 0.5199], [1.7685, 5.5784, -0.4549], [-0.5471, -2.0701, -2.8864], [4.3056, -0.7080, 3.0646], [4.0253, 0.1556, 4.1139], [-1.3858, 1.4333, -3.3695], [3.8709, 1.3829, -1.8690], [4.0522, -1.1251, 0.9893], [3.4395, -4.4892, 0.5233], [-0.3532, 1.5226, -3.0472], [-2.3809, -3.6899, -1.5619], [-2.9651, 0.3376, 4.5244], [-4.2269, -4.6740, -0.2709], [1.6531, 6.6467, -0.5786], [4.8995, -1.5957, 3.2341], [-1.6232, -2.0694, 1.2389], [2.2329, -5.5262, 2.4671], [4.1106, 3.2886, 0.3942], [-5.3834, -0.7811, 1.0880], [-2.2179, 3.3213, 3.7709], [0.0520, -4.5807, 3.1626], [-1.7285, -3.1366, 2.5128], [-5.0174, 1.0327, -4.6239], [-0.4628, -3.0173, -2.3450], [-1.4622, 1.1360, 5.0437], [-3.6247, 2.9044, -5.4309], [-1.0773, -2.2447, -3.8226], [-1.2962, 3.1510, -4.6451], [3.8342, 5.7166, 0.1201], [-1.3915, -0.3485, 4.0611], [1.7057, -2.1765, -4.9647], [3.8712, -0.8027, -4.1349], [3.0610, 1.9778, 4.7127], [4.4045, -0.0591, 5.1039], [2.2184, 2.4863, 2.4548], [4.2343, -0.0903, -0.9895], [2.4002, -2.5329, -0.5876], [-0.0041, 2.7072, -0.7223], [-2.5631, 3.1386, 2.0391], [-0.2637, 5.1445, -0.9877], [-3.7063, 2.5052, 3.2406], [-5.7166, -3.2295, 1.0668], [-4.1065, -0.5811, -3.0072], [-3.5493, 0.2280, -0.2234]], "forces_ev_per_angstrom": [[-0.293, 0.494, 0.511], [-0.075, -0.393, -0.527], [0.301, -0.224, -0.312], [-0.173, -0.021, -0.032], [0.018, 0.009, 0.015], [0.000, -0.068, 0.028], [-0.087, 0.031, -0.043], [-0.098, -0.062, -0.056], [0.023, -0.014, 0.024], [0.094, 0.050, -0.017], [0.015, 0.011, -0.018], [-0.012, -0.037, 0.012], [0.022, 0.050, 0.027], [-0.005, 0.059, -0.030], [0.137, -0.004, -0.044], [-0.006, 0.002, -0.020], [-0.020, -0.033, -0.011], [0.006, -0.005, 0.007], [-0.106, 0.077, 0.015], [-0.106, -0.049, 0.006], [0.013, 0.054, -0.009], [0.183, 0.041, 0.026], [0.031, -0.037, 0.033], [0.011, 0.002, 0.013], [0.028, 0.052, 0.022], [-0.002, -0.077, 0.029], [0.014, 0.000, 0.030], [-0.023, 0.100, 0.141], [0.035, 0.011, -0.017], [0.000, -0.018, 0.004], [0.008, -0.071, 0.081], [-0.021, -0.048, 0.025], [0.061, -0.045, 0.025], [-0.018, 0.017, 0.003], [-0.040, -0.019, 0.006], [-0.001, 0.006, -0.005], [-0.067, -0.030, 0.005], [-0.008, 0.011, -0.005], [-0.002, 0.006, 0.007], [-0.001, -0.007, -0.005], [0.001, 0.016, 0.002], [0.001, -0.020, 0.004], [0.089, 0.098, 0.052], [-0.006, -0.002, -0.055], [-0.023, 0.030, 0.016], [0.121, -0.100, 0.031], [-0.021, 0.010, -0.017], [-0.001, 0.015, -0.049], [-0.001, -0.009, -0.007], [-0.031, 0.043, 0.008], [-0.018, -0.007, -0.003], [0.007, -0.002, -0.004], [0.001, -0.002, 0.003], [-0.004, 0.004, 0.013], [0.001, -0.003, 0.004], [0.009, 0.026, 0.014], [0.003, -0.001, 0.002], [-0.009, 0.005, -0.016], [0.003, -0.003, 0.004], [0.005, -0.002, 0.000], [0.006, 0.005, 0.003], [-0.003, 0.025, 0.033], [0.000, 0.000, 0.000], [-0.045, 0.015, 0.009], [0.005, 0.005, -0.005], [0.002, 0.000, -0.005], [-0.010, 0.007, -0.003], [0.005, 0.000, 0.003], [-0.001, 0.003, -0.007], [-0.014, -0.005, -0.004], [-0.004, -0.005, 0.005], [0.006, 0.011, 0.011], [-0.003, -0.002, 0.004], [0.003, 0.002, 0.000], [-0.003, -0.033, 0.025], [0.046, 0.022, 0.045], [-0.013, -0.013, -0.013], [0.037, 0.052, -0.025], [0.004, -0.005, 0.000], [0.005, 0.000, -0.003], [0.002, -0.003, 0.002], [-0.002, 0.002, 0.000], [0.010, 0.010, -0.031], [0.001, -0.004, 0.011]], "lowdin_charge": [0.989, 1.006, 0.994, 0.056, 0.132, -0.164, -0.200, 0.061, -0.056, -0.212, -0.059, -0.082, -0.074, -0.049, -0.364, -0.045, -0.379, -0.051, -0.023, -0.355, -0.161, -0.380, -0.056, -0.060, -0.019, -0.372, -0.010, -0.360, -0.090, 0.004, -0.201, -0.116, -0.402, -0.082, -0.045, -0.044, -0.108, 0.003, -0.074, -0.049, -0.057, -0.044, -0.214, -0.050, -0.046, -0.094, 0.105, 0.095, 0.112, 0.086, 0.106, 0.101, 0.119, 0.119, 0.118, 0.042, 0.120, 0.122, 0.114, 0.102, 0.118, 0.101, 0.118, 0.086, 0.101, 0.119, 0.114, 0.116, 0.120, 0.085, 0.115, 0.115, 0.115, 0.118, 0.105, 0.090, 0.096, 0.061, 0.098, 0.113, 0.101, 0.119, 0.111, 0.109], "homo_lumo_gap_ha": 0.2540, "multiplicity": 1, "charge": 2}